Entry 1:
DFT (ωB97M-V with the def2-TZVPD basis set) results for H4N2S2 as an isolated structure.

The energy relative to the best compared isomer or geometry (same formula, charge and spin) comes out at 53.93 kcal/mol. As for the spin multiplicity: 1.

Geometry as XYZ:
```
8
Properties=species:S:1:pos:R:3:forces:R:3:nbo_charge:R:1
N -0.7599 -0.5135 0.2188 3.02 0.14 0.44 -0.69
N 0.6227 0.1547 -0.4883 -3.86 0.07 0.83 -0.63
S 2.0235 -0.5956 -0.0121 1.13 0.38 1.84 0.22
S 0.4986 1.7422 0.1770 -0.07 0.34 -0.61 0.19
H -0.4948 -1.4850 0.1792 -0.09 -0.46 0.03 0.34
H -1.6056 -0.4122 -0.3220 0.29 0.54 -1.02 0.36
H 2.3461 0.2155 1.1593 -0.49 -1.41 -1.48 0.10
H 0.6315 2.3125 -1.0216 0.09 0.42 -0.03 0.11
```
Forces are in eV/Å.

---

Entry 2:
DFT (ωB97M-V with the def2-TZVPD basis set) results for one molecule with the formula C4H7NO.

The energy relative to the best compared isomer or geometry (same formula, charge and spin) comes out at 17.65 kcal/mol. The SMILES is CCCN=C=O. As for the spin multiplicity: 1.

Geometry as XYZ:
```
13
Properties=species:S:1:pos:R:3:forces:R:3:nbo_charge:R:1
C 0.6815 0.1407 -1.4533 0.66 -0.72 -0.79 -0.61
C -0.1725 -0.8650 -0.6909 0.44 -0.24 -0.80 -0.40
C -0.7735 -0.1561 0.5116 -0.26 -0.77 -0.63 -0.22
C 0.2302 0.9322 2.4126 1.31 1.10 1.97 0.87
H 1.2066 -0.2913 -2.3491 -0.42 0.18 0.95 0.21
H 0.0247 0.9080 -1.8564 0.18 0.44 0.20 0.20
H 1.4304 0.5133 -0.7517 -0.01 0.43 -0.37 0.22
H -0.9651 -1.1813 -1.4101 0.37 -0.25 0.91 0.21
H 0.4811 -1.7134 -0.3634 -0.85 0.45 -0.27 0.21
H -1.5108 -0.8021 0.9759 0.01 -0.15 0.41 0.20
H -1.3219 0.7039 0.1428 0.03 0.43 0.09 0.19
N 0.2803 0.2131 1.4376 -0.68 0.65 0.74 -0.56
O 0.4090 1.5978 3.3945 -0.77 -1.56 -2.42 -0.52
```
Forces are in eV/Å.

---

Entry 3:
DFT (ωB97M-V with the def2-TZVPD basis set) results for one molecule with the formula C2H8N2O.

The energy relative to the best compared isomer or geometry (same formula, charge and spin) comes out at 28.61 kcal/mol. The SMILES is NC(N)CO. As for the spin multiplicity: 1.

Geometry as XYZ:
```
13
Properties=species:S:1:pos:R:3:forces:R:3:nbo_charge:R:1
C -0.2557 0.3784 0.2363 0.97 -1.19 1.06 0.09
C 0.4469 -0.1533 -1.0163 -0.49 -0.35 0.30 -0.08
N 0.2451 -0.4110 1.4378 -0.58 1.28 -0.33 -0.88
N -1.6771 0.2985 0.0817 -0.21 -0.01 -0.06 -0.83
O 1.8257 0.1378 -1.0322 0.28 0.12 0.10 -0.72
H 1.9402 1.0930 -1.0864 -0.02 -0.07 -0.05 0.46
H 0.0194 1.4245 0.4206 0.01 -0.14 -0.05 0.17
H -1.9710 -0.6605 -0.0733 -0.02 0.05 0.00 0.35
H -2.1399 0.6295 0.9200 0.02 -0.07 -0.02 0.37
H -0.0068 -1.3957 1.3975 0.18 0.24 -0.26 0.35
H 1.2486 -0.2958 1.5438 -0.14 -0.25 -0.12 0.37
H -0.0570 0.2135 -1.9184 0.05 -0.19 0.01 0.17
H 0.3817 -1.2588 -0.9110 -0.05 0.59 -0.59 0.17
```
Forces are in eV/Å.

---

Entry 4:
DFT (ωB97M-V with the def2-TZVPD basis set) results for one molecule with the formula C7H10.

The energy relative to the best compared isomer or geometry (same formula, charge and spin) comes out at 139.85 kcal/mol. As for the spin multiplicity: 1.

Geometry as XYZ:
```
17
Properties=species:S:1:pos:R:3:forces:R:3:nbo_charge:R:1
C 0.6813 1.6257 0.6267 -0.45 -0.06 0.52 -0.65
C 0.7136 0.1449 -1.2230 0.03 -0.78 -1.26 0.15
C 1.0586 -1.1564 -0.4501 0.22 0.00 -0.10 -0.57
C -0.3882 -1.5697 -0.5303 0.12 -0.17 0.23 -0.19
C -1.1676 -0.4837 0.1149 0.46 0.36 0.10 -0.21
C -0.5181 0.5889 1.0277 0.22 0.33 0.23 -0.40
C -0.7061 -0.2776 -1.3051 0.31 0.34 -0.75 -0.42
H 0.7324 2.0990 1.6005 0.21 0.53 0.27 0.22
H 1.7366 1.3616 0.4024 -0.96 -0.64 0.16 0.25
H 0.4487 2.4301 -0.0965 -0.41 -0.69 0.28 0.23
H 1.5673 -1.1635 0.5225 -0.17 0.16 -0.22 0.22
H 1.7057 -1.6635 -1.1712 0.01 -0.14 0.03 0.25
H -0.7991 -2.5533 -0.7531 0.00 0.21 0.20 0.23
H -2.2286 -0.7486 0.2705 0.60 0.56 -0.08 0.24
H -0.2292 0.1324 1.9829 -0.09 0.18 -0.06 0.21
H -1.3199 1.3031 1.2265 -0.05 -0.11 0.27 0.22
H -1.3672 -0.0421 -2.1314 -0.04 -0.10 0.17 0.23
```
Forces are in eV/Å.

---

Short version: max |F| = 4.0, 3.0, 1.9, 1.5 eV Å⁻¹, in the order given.